[1]
Below is CH2NO2P as an isolated structure at a distorted geometry, with properties calculated with ωB97M-V/def2-TZVPD.

ORCA input file:
```
! wB97M-V def2-TZVPD RIJCOSX def2/J DEFGRID3
* xyz 0 1
C -0.257 -0.171 0.045
N -1.453 -0.329 0.750
O -3.989 -0.169 0.221
O -1.189 -1.041 -0.481
P -2.766 0.436 -0.233
H -0.074 0.739 -0.523
H 0.616 -0.639 0.489
*
```

frontier orbital gap = 9.9 eV
LUMO energy = -0.08 eV
energy above the lowest of the compared OMol25 structures with the same formula, charge and spin = 3.154 eV
F_max = 0.05105 Eh/bohr
energy = -585.79850 Ha



[2]
Below is a 2-piece molecular cluster, CH2NO2S overall at a distorted geometry, with properties calculated with ωB97M-V/def2-TZVPD.

ORCA input file:
```
! wB97M-V def2-TZVPD RIJCOSX def2/J DEFGRID3
* xyz -1 1
C -0.759 0.439 0.231
N 0.635 -1.393 -0.228
O 0.823 1.554 -0.420
O -0.547 -0.768 0.200
S -1.903 1.453 0.755
H 1.238 0.897 -0.954
H 0.512 -2.183 0.415
*
```

frontier orbital gap (alpha / beta) = 6.6 / 6.6 eV
LUMO energy (alpha / beta) = 3.56 / 3.56 eV
energy above the lowest of the compared OMol25 structures with the same formula, charge and spin = 5.197 eV
F_max = 0.06978 Eh/bohr
energy = -642.59183 Ha



[3]
Below is an isolated ion of composition CH2NO3S and charge -1 at a distorted geometry, with properties calculated with ωB97M-V/def2-TZVPD.

ORCA input file:
```
! wB97M-V def2-TZVPD RIJCOSX def2/J DEFGRID3
* xyz -1 1
C 2.326 -0.073 0.084
N -0.356 -1.105 0.554
O 3.103 -0.734 -0.482
O 2.238 0.875 0.812
O 0.137 1.304 -0.734
S 0.277 -0.409 -0.761
H -1.370 -1.501 0.283
H 0.768 1.609 0.053
*
```

frontier orbital gap = 7.5 eV
LUMO energy = 3.86 eV
energy above the lowest of the compared OMol25 structures with the same formula, charge and spin = 1.404 eV
F_max = 0.06115 Eh/bohr
energy = -717.98983 Ha



[4]
Below is a 2-piece molecular cluster, CH2NO4S overall at a distorted geometry, with properties calculated with ωB97M-V/def2-TZVPD.

ORCA input file:
```
! wB97M-V def2-TZVPD RIJCOSX def2/J DEFGRID3
* xyz -1 1
C 0.557 0.020 0.188
N 0.624 1.322 -0.055
O -1.049 -2.311 0.111
O 1.027 2.043 0.836
O 0.430 1.742 -1.181
O -2.178 -0.179 0.711
S -1.276 -0.894 -0.192
H 1.145 -0.536 0.959
H 0.721 -1.207 -1.377
*
```

frontier orbital gap (alpha / beta) = 6.6 / 6.7 eV
LUMO energy (alpha / beta) = 2.51 / 2.58 eV
energy above the lowest of the compared OMol25 structures with the same formula, charge and spin = 7.913 eV
F_max = 0.13752 Eh/bohr
energy = -793.00552 Ha



[5]
Below is an isolated ion of composition CH2NO4S and charge -1 at a distorted geometry, with properties calculated with ωB97M-V/def2-TZVPD.

ORCA input file:
```
! wB97M-V def2-TZVPD RIJCOSX def2/J DEFGRID3
* xyz -1 1
C 1.300 -0.643 -0.175
N 0.145 0.735 -0.117
O 2.093 -0.689 0.919
O 0.764 -1.611 -0.727
O 3.440 1.376 -0.056
O -0.976 0.070 -0.478
S 3.179 -0.076 -0.286
H 0.207 0.970 0.807
H -0.587 -0.872 -0.693
*
```

frontier orbital gap = 7.4 eV
LUMO energy = 3.64 eV
energy above the lowest of the compared OMol25 structures with the same formula, charge and spin = 4.370 eV
F_max = 0.12280 Eh/bohr
energy = -793.13572 Ha



[6]
Below is a 2-piece molecular cluster, CH2NOP overall at a distorted geometry, with properties calculated with ωB97M-V/def2-TZVPD.

ORCA input file:
```
! wB97M-V def2-TZVPD RIJCOSX def2/J DEFGRID3
* xyz 0 1
C -1.269 -0.417 0.147
N 0.745 -0.423 -0.339
O -1.892 0.548 -0.043
P 1.288 0.946 0.100
H -1.501 -1.413 0.498
H 2.630 0.757 -0.363
*
```

frontier orbital gap (alpha / beta) = 8.6 / 8.6 eV
LUMO energy (alpha / beta) = -0.04 / -0.04 eV
energy above the lowest of the compared OMol25 structures with the same formula, charge and spin = 3.249 eV
F_max = 0.08226 Eh/bohr
energy = -510.52611 Ha